(1)
ORCA calculation (ωB97M-V with the def2-TZVPD basis set) on C8H19ClINO2PY as an isolated structure in a non-equilibrium geometry.

The lowest unoccupied orbital energy comes out at -0.28819 Ha. The value obtained for the HOMO energy is -15.604 eV. The value obtained for the energy above the lowest of the compared OMol25 structures with the same formula, charge and spin is 0.000 eV. Its spin multiplicity is 1. The net charge is +2. Its HOMO-LUMO gap is 7.8 eV.

XYZ file:
```
34
Properties=species:S:1:pos:R:3:forces:R:3:nbo_charge:R:1
C -2.4079 -0.7875 -2.1091 -0.53 1.08 -3.05 -0.7766
I -2.4699 -1.5829 0.4766 0.26 -0.43 2.58 0.0848
H -3.2502 -1.4741 -1.9762 0.45 0.23 -0.01 0.2741
H -1.5439 -1.3391 -2.5169 -0.25 0.13 0.29 0.2703
H -2.7128 -0.0608 -2.8781 0.25 -0.13 -0.06 0.2642
Y 1.9424 0.7245 1.0572 0.84 0.89 0.27 2.1440
P 2.3730 -1.2935 -0.7690 0.64 -1.10 -1.48 0.6133
C 1.1676 -2.4440 -1.4960 -0.74 -0.22 0.08 -0.9236
C 3.0756 -0.5139 -2.2670 0.03 0.64 -0.15 -0.9084
H 4.1800 -2.1191 0.6433 0.12 -0.30 -0.24 0.2426
H 4.5183 -2.4051 -1.0867 -0.28 -0.02 0.30 0.2722
H 3.3434 -3.4446 -0.2171 0.20 0.30 0.12 0.2669
C 3.7375 -2.4248 -0.3142 0.29 -0.04 0.77 -0.9042
H 3.3572 0.5275 -2.0619 0.04 -0.29 -0.30 0.2650
H 3.9644 -1.0803 -2.5755 -0.31 0.25 0.01 0.2671
H 1.5560 -3.4696 -1.4279 -0.21 0.33 -0.06 0.2726
H 1.0041 -2.1936 -2.5528 0.02 -0.10 0.35 0.2613
H 2.3284 -0.5502 -3.0697 0.25 0.21 0.19 0.2581
H 0.2123 -2.3875 -0.9588 0.16 -0.20 -0.19 0.2482
C -2.0425 -0.0600 -0.8966 0.34 0.73 0.26 0.4894
O -1.6013 1.0505 -0.7098 -0.68 -1.84 -0.44 -0.5586
Cl 3.5526 2.3483 0.2430 -0.50 -0.55 0.27 -0.5753
C -1.7635 1.1382 3.2564 -0.09 -0.17 0.28 -0.4338
N -1.8999 2.1538 2.2097 1.12 -0.05 -0.84 -0.3092
C -3.1568 2.8864 2.0621 -0.44 0.45 -0.20 -0.4267
C -0.9320 2.3022 1.3438 -1.08 -0.01 0.62 0.5897
O 0.1246 1.5791 1.4159 0.05 0.15 0.15 -0.9109
H -2.6162 1.2614 3.9326 0.40 -0.19 -0.09 0.2475
H -0.8210 1.2900 3.8017 -0.39 -0.02 -0.10 0.2229
H -1.7768 0.1322 2.8067 -0.05 0.38 0.24 0.2311
H -2.9667 3.9672 2.0170 -0.08 -0.34 0.10 0.2449
H -3.6802 2.5818 1.1436 0.18 0.00 0.35 0.2356
H -3.7752 2.6531 2.9316 0.06 0.21 -0.27 0.2431
H -1.0206 3.0344 0.5420 -0.07 0.01 0.26 0.2184
```
Forces are in eV/Å.



(2)
ORCA calculation (ωB97M-V with the def2-TZVPD basis set) on a 3-piece molecular cluster, C8H19ClN3O2 overall.

The lowest unoccupied orbital energy comes out at 0.10643 Ha. The value obtained for the HOMO energy is -2.062 eV. Its spin multiplicity is 1. The net charge is -1. Its HOMO-LUMO gap is 5.0 eV.

XYZ file:
```
33
Properties=species:S:1:pos:R:3:forces:R:3:nbo_charge:R:1
N 0.1934 -0.6148 2.3987 0.07 0.65 0.20 -0.8798
C -0.2929 -0.4845 0.9994 -0.16 -0.30 0.25 -0.2974
C 0.1249 0.7781 0.2786 -0.20 -0.04 -0.29 -0.6229
Cl 1.6486 0.2976 -0.7385 0.36 0.13 -0.20 -0.3152
H -0.0192 -1.5201 2.8028 -0.17 0.00 -0.10 0.3322
H -0.2777 0.1039 2.9651 0.32 -0.50 -0.22 0.3609
H 0.0586 -1.3538 0.4449 -0.09 -0.11 -0.02 0.1945
H -1.3874 -0.5245 0.9900 -0.29 -0.10 0.02 0.1363
H 0.6221 1.3780 1.0334 0.22 0.42 0.29 0.1272
C 0.7399 -4.7441 -1.6927 -0.08 -0.19 0.26 0.5299
O 0.5044 -4.3961 -0.5533 0.04 -0.03 -0.18 -0.6093
N 0.7599 -3.9455 -2.7739 0.07 0.20 -0.18 -0.4325
C 1.0167 -4.4816 -4.0891 0.04 0.03 0.03 -0.3931
C 0.5167 -2.5096 -2.6477 -0.06 -0.02 -0.12 -0.4312
H 0.9567 -5.8017 -1.9543 -0.01 0.08 0.06 0.0805
H 1.9071 -4.0307 -4.5354 0.01 0.01 0.02 0.1903
H 0.1739 -4.3028 -4.7626 -0.01 0.00 0.02 0.1868
H 1.1762 -5.5563 -4.0173 0.01 -0.03 -0.02 0.1986
H 1.2563 -1.9884 -2.0445 0.08 -0.15 0.13 0.2575
H -0.4576 -2.3122 -2.2033 -0.03 -0.03 0.04 0.2205
H 0.5459 -2.0899 -3.6512 -0.07 0.09 0.00 0.1893
C -1.3174 2.6514 2.3145 0.30 -0.50 0.14 0.5290
O -1.2053 2.1691 3.4351 -0.22 0.30 -0.07 -0.6674
N -0.8857 3.8874 1.9913 -0.22 0.13 0.05 -0.4366
C -0.9657 4.3643 0.6311 -0.02 0.05 -0.09 -0.4030
C -0.2935 4.7134 3.0220 0.05 -0.07 -0.05 -0.4091
H -1.7122 2.0833 1.4563 -0.01 0.11 0.06 0.1585
H 0.0264 4.5893 0.2319 0.00 -0.07 0.01 0.1953
H -1.5830 5.2665 0.5576 0.00 0.00 0.06 0.1667
H -1.4030 3.5795 0.0168 0.12 -0.04 -0.05 0.2414
H 0.5769 4.2246 3.4621 0.01 -0.02 -0.02 0.2134
H -1.0040 4.9061 3.8281 -0.02 0.00 0.00 0.1984
H 0.0121 5.6596 2.5790 0.00 0.01 0.00 0.1904
```
Forces are in eV/Å.



(3)
ORCA calculation (ωB97M-V with the def2-TZVPD basis set) on a 2-piece molecular cluster, C8H19ClN4O6PS overall in a non-equilibrium geometry.

The lowest unoccupied orbital energy comes out at -0.11931 Ha. The value obtained for the HOMO energy is -13.480 eV. Its spin multiplicity is 1. The net charge is +1. Its HOMO-LUMO gap is 10.2 eV.

XYZ file:
```
40
Properties=species:S:1:pos:R:3:forces:R:3:nbo_charge:R:1
C -0.1535 0.4154 -1.0350 0.24 0.06 0.29 -0.6203
C 0.1222 1.1527 0.2740 0.01 -0.12 -0.15 -0.4400
C 0.2980 0.1908 1.4359 -0.24 0.13 0.07 -0.0517
C -0.0557 0.8564 2.7696 -0.11 -0.10 0.22 -0.0469
Cl 0.7393 2.4632 2.9274 0.21 0.21 -0.04 -0.0557
N 0.1644 0.0565 3.9599 0.33 0.00 -0.53 -0.6063
C 1.2009 -0.9361 3.7674 -0.22 0.04 0.15 0.2238
O 1.6947 -1.2500 5.0343 0.01 0.32 0.10 -0.4262
N 2.3509 -2.5602 4.9911 -0.30 0.00 -0.76 0.3821
O 2.6992 -2.8547 6.0310 0.38 -0.29 0.85 -0.1593
C 2.3012 -0.4573 2.8309 0.29 -0.27 -0.12 -0.2802
N 1.6826 -0.5361 1.4591 -0.52 0.24 0.17 -0.6437
P 2.9351 -0.2923 0.1280 1.20 -0.08 -0.54 1.4875
N 4.4022 -0.1865 0.5445 -0.82 0.04 0.64 -1.2243
H -1.1829 0.0766 -1.0717 -0.09 -0.02 -0.15 0.2525
H 0.4637 -0.4806 -1.1330 0.03 -0.08 -0.12 0.1847
H 0.0564 1.0485 -1.8914 -0.14 0.02 -0.13 0.2425
H -0.7245 1.7890 0.5282 -0.06 0.03 -0.02 0.2498
H 0.9675 1.8326 0.2057 0.05 0.08 0.07 0.2263
H -0.4438 -0.5980 1.2946 0.16 -0.22 0.11 0.2396
H -1.1170 1.0769 2.6810 -0.01 0.16 0.05 0.2413
H 0.4823 0.6715 4.7002 -0.30 0.00 0.27 0.4051
H 0.7355 -1.8245 3.3176 0.09 -0.17 0.05 0.1625
H 3.1460 -1.1422 2.8669 -0.03 -0.09 -0.11 0.2428
H 2.6614 0.5463 3.0274 -0.16 0.15 0.05 0.2560
H 1.4435 -1.5263 1.3858 -0.01 -0.03 -0.25 0.4402
H 2.5925 -1.4120 -0.6398 -0.25 -0.10 -0.01 -0.0606
H 2.4648 0.7663 -0.6344 -0.28 0.10 0.03 -0.0324
H 4.6686 -0.2370 1.5164 0.54 0.00 -0.20 0.4075
C -4.4321 0.5747 -4.5001 -0.04 0.12 0.11 -0.0974
C -3.2970 1.3260 -5.1649 -0.04 -0.01 -0.19 -0.1033
O -2.1183 0.7147 -4.6028 -0.07 0.12 0.14 -0.6955
S -2.3806 -0.8378 -4.3590 -0.11 0.13 -0.04 2.5628
O -1.8834 -1.6005 -5.4367 0.11 -0.22 -0.24 -0.8851
O -1.9789 -1.1389 -3.0300 0.09 0.00 0.25 -0.9354
O -3.9632 -0.7845 -4.4561 -0.06 0.00 -0.06 -0.6840
H -4.6074 0.9204 -3.4806 0.01 0.00 0.00 0.1927
H -5.3572 0.6075 -5.0667 0.00 -0.12 -0.04 0.2245
H -3.2894 2.3853 -4.9289 0.11 0.00 0.07 0.2182
H -3.2880 1.1840 -6.2457 -0.01 -0.01 0.00 0.2060
```
Forces are in eV/Å.



(4)
ORCA calculation (ωB97M-V with the def2-TZVPD basis set) on C8H19CoNO5 as an isolated structure in a non-equilibrium geometry.

The lowest unoccupied orbital energy (spin up / spin down) comes out at 0.16852 / 0.16845 Ha. The value obtained for the HOMO energy (spin up / spin down) is 0.596 / 0.570 eV. The value obtained for the energy above the lowest of the compared OMol25 structures with the same formula, charge and spin is 0.476 eV. Its spin multiplicity is 4. The net charge is -2. Its HOMO-LUMO gap (spin up / spin down) is 4.0 / 4.0 eV. The expectation value of S² is 3.757.

XYZ file:
```
34
Properties=species:S:1:pos:R:3:forces:R:3:nbo_charge:R:1
Co 0.9052 -0.3065 -1.2813 1.22 -0.91 -1.43 1.5080
O -0.0249 -1.2388 -2.9098 0.17 1.37 0.28 -0.9512
C -0.6641 -0.1615 -3.5225 0.33 -0.76 0.14 -0.0739
C 0.1440 1.1487 -3.5982 0.34 1.04 0.83 -0.0578
O 0.8277 1.4866 -2.4355 -0.70 -0.64 -0.10 -0.9874
H -1.6059 0.0537 -2.9680 -0.25 0.26 -0.08 0.0666
H -0.9538 -0.4137 -4.5670 -0.21 0.03 -0.10 0.0857
H -0.5655 1.9818 -3.8320 -0.40 -0.16 -0.27 0.0676
H 0.8131 1.1524 -4.4868 0.21 -0.45 -0.04 0.0815
O 2.9702 -0.0155 -0.9760 -1.39 -0.98 0.64 -0.9538
C 3.4774 -1.1496 -0.3359 1.09 1.46 -0.04 -0.0649
C 2.5248 -2.2927 0.0641 -1.66 -1.09 -0.53 -0.0670
O 1.1737 -2.1723 -0.2812 0.67 1.11 0.40 -0.9890
H 4.0269 -0.8394 0.5883 -0.16 0.06 0.26 0.0659
H 4.3298 -1.5379 -0.9349 -0.20 -0.42 -0.25 0.0854
H 2.5978 -2.4969 1.1541 0.32 0.16 0.21 0.0726
H 2.8808 -3.2256 -0.4254 0.42 -0.06 0.09 0.0875
C 0.3055 1.9755 1.2461 0.56 -0.90 0.22 -0.6270
C -0.2937 0.5716 1.3060 -0.49 -0.09 0.17 -0.0803
C -1.3958 0.5409 2.4096 0.86 0.22 -0.97 -0.0730
O -2.2806 -0.5465 2.2280 0.05 0.21 0.40 -0.5367
C -3.4281 -0.4155 3.0149 -0.48 -0.63 -0.05 -0.2381
N -0.7796 0.1376 -0.0230 -0.91 1.02 1.15 -0.8246
H 1.1996 1.8870 0.6241 -0.09 0.40 -0.21 0.2764
H 0.6358 2.2247 2.2604 -0.04 0.25 -0.02 0.1798
H -0.3786 2.7335 0.8689 -0.05 -0.01 -0.11 0.1915
H 0.5144 -0.1112 1.5770 -0.13 -0.21 0.01 0.2259
H -1.9519 1.4863 2.3685 -0.16 0.05 0.01 0.1424
H -0.8580 0.4924 3.3641 -0.29 -0.11 0.25 0.1587
H -4.1546 0.3058 2.6206 0.23 0.30 -0.08 0.1546
H -3.2132 -0.1657 4.0583 0.15 0.09 0.05 0.1533
H -3.9448 -1.3788 3.0051 0.11 -0.04 0.03 0.1809
H -1.3890 0.9017 -0.3326 0.42 -0.09 -0.54 0.3526
H -1.4448 -0.6118 0.1520 0.47 -0.51 -0.30 0.3880
```
Forces are in eV/Å.